Record 1
Below is 2 unconnected molecules or ions with the total composition C18H33ClNO2Si2, with properties calculated with wB97M-V/def2-TZVPD.

Each line ends with the Mulliken charge.
Cartesian coordinates (Å):
C1 2.34 1.48 -0.10  -0.8073
C2 2.78 2.80 -0.71  -0.5484
C3 2.77 3.98 0.26  -0.7487
C4 1.46 4.27 1.02  -0.4240
C5 0.46 5.15 0.27  -1.0897
C6 -0.32 4.45 -0.85  -0.5381
C7 -1.63 3.75 -0.54  0.4449
C8 -2.50 3.49 -1.51  -0.3702
C9 -3.79 2.80 -1.28  -0.0160
O1 -4.71 2.88 -2.06  -0.5744
C10 -3.87 1.99 -0.02  0.5794
Cl1 -5.11 0.81 0.04  -0.1795
C11 -3.03 2.22 0.97  -0.8088
C12 -2.03 3.32 0.85  0.6294
O2 -1.61 3.86 1.85  -0.5695
H1 2.98 1.22 0.74  0.3550
H2 1.31 1.49 0.24  -0.0269
H3 2.41 0.67 -0.83  0.4609
H4 3.80 2.69 -1.08  0.4041
H5 2.18 3.03 -1.60  0.2927
H6 3.56 3.81 1.00  0.3643
H7 3.05 4.89 -0.28  0.2833
H8 1.71 4.78 1.95  0.3095
H9 0.98 3.34 1.32  0.2325
H10 1.01 5.99 -0.18  0.5334
H11 -0.24 5.59 0.98  0.4286
H12 -0.53 5.17 -1.64  0.4216
H13 0.31 3.68 -1.30  0.0418
H14 -2.31 3.81 -2.53  0.4572
H15 -3.07 1.69 1.91  0.4674
C13 0.97 -5.56 -2.40  -1.0543
Si1 0.57 -4.88 -0.68  0.1279
C14 2.17 -5.12 0.33  -1.0737
C15 -0.64 -6.15 0.07  -1.0672
N1 0.01 -3.32 -0.77  -0.0283
Si2 -0.48 -2.28 0.42  -0.1085
C16 0.85 -1.81 1.70  -0.9861
C17 -1.98 -2.83 1.45  -1.0461
C18 -1.00 -0.62 -0.34  -0.5565
H16 1.35 -6.58 -2.37  0.2708
H17 0.08 -5.53 -3.03  0.2592
H18 1.73 -4.93 -2.88  0.2581
H19 2.60 -6.12 0.18  0.3496
H20 1.99 -4.99 1.40  0.2922
H21 2.91 -4.38 0.02  0.2667
H22 -1.63 -6.04 -0.40  0.2676
H23 -0.77 -5.99 1.14  0.2938
H24 -0.31 -7.18 -0.09  0.3423
H25 1.07 -2.65 2.37  0.3215
H26 0.55 -0.96 2.32  0.3462
H27 1.78 -1.55 1.19  0.2141
H28 -2.77 -3.18 0.78  0.2757
H29 -2.39 -2.01 2.06  0.3373
H30 -1.72 -3.65 2.12  0.2795
H31 -1.83 -0.77 -1.04  0.3497
H32 -0.17 -0.17 -0.89  0.2459
H33 -1.33 0.10 0.42  -0.1818

Properties
- strongest force on any atom (Eh/bohr) = 0.0065
- net charge = -1
- HOMO-LUMO gap (eV) = 4.562
- highest occupied orbital energy (hartree) = -0.1428

***

Record 2
Below is a molecular structure, C18H33ClNO6PPtSi in a non-equilibrium geometry, with properties calculated with wB97M-V/def2-TZVPD.

Each line ends with the Mulliken charge.
Cartesian coordinates (Å):
Pt1 0.48 -1.32 0.19  1.0836
O1 0.53 -2.86 1.83  -0.6400
C1 -0.55 -3.34 1.41  0.4146
C2 -1.39 -4.48 1.93  -0.5856
C3 -2.61 -4.42 1.00  -0.4282
C4 -2.27 -3.34 -0.04  0.0527
O2 -2.93 -3.04 -0.99  -0.5505
N1 -1.05 -2.78 0.35  -0.1720
H1 -1.61 -4.33 2.99  0.3269
H2 -0.82 -5.41 1.84  0.2826
H3 -3.52 -4.10 1.52  0.2650
H4 -2.83 -5.35 0.49  0.3163
C5 3.20 1.84 4.15  -0.9395
Si1 3.85 0.23 3.50  -0.0506
C6 5.51 0.47 2.70  -0.9330
C7 3.95 -1.03 4.85  -0.9382
C8 2.67 -0.32 2.20  2.0257
C9 1.85 -0.64 1.36  -1.5445
H5 3.87 2.26 4.90  0.3121
H6 2.21 1.71 4.60  0.3017
H7 3.10 2.57 3.34  0.2817
H8 6.23 0.86 3.42  0.2967
H9 5.44 1.17 1.87  0.2942
H10 5.89 -0.48 2.31  0.3048
H11 4.63 -0.69 5.63  0.3018
H12 4.31 -1.99 4.46  0.3022
H13 2.97 -1.20 5.30  0.3039
C10 0.67 2.73 -0.17  -1.2998
C11 0.35 2.56 -1.65  1.4508
C12 1.53 1.92 -2.37  -1.4755
C13 0.02 3.90 -2.28  -1.9034
O3 -0.87 1.77 -1.82  0.3446
P1 -1.14 0.29 -1.36  0.5068
O4 -1.28 0.19 0.13  -0.7706
O5 -0.01 -0.69 -1.80  -0.8724
O6 -2.45 -0.08 -2.11  -0.0480
C14 -3.61 0.71 -2.53  1.7549
C15 -3.29 1.32 -3.89  -1.4341
C16 -3.95 1.78 -1.51  -1.4376
C17 -4.73 -0.31 -2.64  -1.7545
H14 1.55 3.37 -0.07  0.4804
H15 0.90 1.77 0.29  0.1081
H16 -0.17 3.17 0.36  0.3190
H17 2.38 2.60 -2.34  0.4801
H18 1.27 1.72 -3.42  0.3555
H19 1.81 0.98 -1.90  0.2079
H20 0.88 4.56 -2.23  0.4716
H21 -0.82 4.37 -1.75  0.3818
H22 -0.26 3.76 -3.32  0.3969
H23 -2.48 2.03 -3.80  0.1006
H24 -4.18 1.82 -4.29  0.4642
H25 -2.99 0.53 -4.58  0.3504
H26 -3.16 2.52 -1.43  0.1650
H27 -4.09 1.33 -0.52  0.3431
H28 -4.88 2.28 -1.80  0.4803
H29 -4.42 -1.14 -3.27  0.3695
H30 -5.62 0.16 -3.07  0.4521
H31 -4.98 -0.70 -1.65  0.3891
Cl1 2.65 -3.54 -0.12  -0.1456
C18 1.50 -2.58 -1.03  -0.7592
H32 0.73 -3.21 -1.45  0.3957
H33 2.02 -1.90 -1.70  0.4482

Properties
- energy above the lowest of the compared OMol25 structures with the same formula, charge and spin (kcal per mole) = 57.60
- strongest force on any atom (Eh/bohr) = 0.0638
- HOMO-LUMO gap (eV) = 7.037
- highest occupied orbital energy (hartree) = -0.3218

***

Record 3
Below is a molecular structure, C18H33GeO4PPmS2 in a non-equilibrium geometry, with properties calculated with wB97M-V/def2-TZVPD.

Each line ends with the Mulliken spin population.
Cartesian coordinates (Å):
Pm1 0.14 -0.36 0.43  4.0361
S1 -0.71 1.93 -0.94  -0.0146
C1 0.73 2.46 -1.78  -0.0018
C2 0.61 3.68 -2.46  0.0007
C3 1.66 4.25 -3.15  0.0002
C4 2.88 3.60 -3.20  -0.0002
C5 3.02 2.38 -2.56  0.0016
C6 1.97 1.79 -1.85  -0.0007
S2 2.33 0.22 -1.12  -0.0142
H1 -0.35 4.17 -2.41  0.0002
H2 1.51 5.20 -3.65  0.0000
H3 3.71 4.03 -3.74  0.0000
H4 3.96 1.85 -2.59  0.0000
C7 -3.95 -2.72 2.24  -0.0002
C8 -3.20 -3.33 1.05  0.0004
C9 -3.31 -4.85 1.06  0.0002
C10 -3.76 -2.77 -0.26  -0.0005
O1 -1.84 -2.94 1.23  0.0001
P1 -0.66 -2.89 0.13  0.0097
O2 0.57 -2.55 0.92  -0.0060
O3 -0.94 -1.86 -0.93  -0.0026
O4 -0.65 -4.40 -0.44  -0.0006
C11 0.15 -4.76 -1.56  -0.0004
C12 -0.65 -4.48 -2.83  0.0000
C13 1.47 -4.00 -1.59  -0.0008
C14 0.39 -6.26 -1.39  0.0000
H5 -5.01 -2.97 2.18  0.0000
H6 -3.83 -1.64 2.24  0.0003
H7 -3.54 -3.11 3.17  -0.0001
H8 -4.35 -5.16 0.96  -0.0001
H9 -2.89 -5.25 1.98  0.0000
H10 -2.73 -5.26 0.23  0.0001
H11 -4.81 -3.04 -0.36  0.0000
H12 -3.20 -3.19 -1.10  -0.0002
H13 -3.66 -1.69 -0.29  0.0003
H14 -0.90 -3.42 -2.87  -0.0001
H15 -1.57 -5.06 -2.83  0.0000
H16 -0.07 -4.74 -3.72  0.0000
H17 1.30 -2.93 -1.77  0.0004
H18 2.11 -4.39 -2.39  0.0001
H19 1.98 -4.11 -0.64  0.0001
H20 -0.56 -6.78 -1.33  0.0000
H21 0.94 -6.43 -0.46  0.0000
H22 0.97 -6.65 -2.23  0.0000
C15 1.97 0.82 5.32  0.0000
Ge1 1.43 0.74 3.34  0.0008
C16 1.91 2.47 2.45  0.0025
C17 2.73 -0.54 2.53  0.0031
C18 -0.40 0.29 2.80  -0.0125
H23 2.99 1.17 5.44  -0.0001
H24 1.90 -0.17 5.76  0.0000
H25 1.32 1.48 5.88  -0.0001
H26 2.92 2.79 2.70  0.0000
H27 1.22 3.27 2.69  -0.0002
H28 1.86 2.29 1.37  -0.0016
H29 3.75 -0.30 2.82  0.0001
H30 2.67 -0.47 1.43  -0.0014
H31 2.53 -1.57 2.81  0.0005
H32 -1.04 1.15 3.04  0.0003
H33 -0.76 -0.56 3.39  0.0011

Properties
- energy above the lowest of the compared OMol25 structures with the same formula, charge and spin (kcal per mole) = 7.56
- 2S+1 = 5
- strongest force on any atom (Eh/bohr) = 0.0661
- net charge = -1
- HOMO-LUMO gap (alpha / beta) (eV) = 6.323 / 6.324
- highest occupied orbital energy (alpha / beta) (hartree) = -0.1431 / -0.1431